Entry 1:
{
  "formula": "C14H15ClN4O3S",
  "method": "the ωB97M-V functional and the def2-TZVPD basis",
  "symbols": ["H", "N", "H", "C", "C", "H", "C", "H", "H", "H", "Cl", "H", "N", "H", "C", "C", "N", "H", "S", "O", "C", "C", "O", "C", "C", "H", "H", "H", "N", "C", "C", "C", "C", "C", "O", "H", "H", "H"],
  "xyz": [[4.3470, 2.1063, 0.8631], [3.6403, 0.1560, 0.7700], [-6.4955, 1.6635, 1.4892], [-1.0895, -1.3315, 0.6792], [-0.0512, -2.0844, -0.1732], [5.4854, -2.3368, -0.5893], [-4.3317, 0.0077, -0.4889], [-2.2253, -1.1778, -1.0096], [-0.0050, -3.1288, 0.1448], [-4.7277, 1.1604, 3.1439], [-4.1642, -0.5062, -2.1424], [4.6710, -1.4335, 1.5812], [0.3477, 0.4521, -0.6425], [-2.7128, -0.0792, 2.4642], [-5.4654, 0.7032, -0.1161], [5.0418, -1.3410, -0.5439], [-2.2083, -0.9981, -0.0121], [-6.2273, 0.9163, -0.8498], [0.7888, 2.0230, -0.7549], [6.1177, -0.4346, -0.4576], [4.1095, -1.2099, 0.6686], [5.6638, 0.8999, -0.3708], [1.2417, -1.5611, 0.0699], [-3.4860, 0.1390, 1.7470], [-5.6109, 1.1199, 1.1965], [5.1145, 1.1719, -1.2849], [6.5578, 1.5191, -0.2879], [3.2678, -1.8928, 0.5853], [2.3015, 1.8274, -0.1669], [4.7458, 1.0933, 0.8413], [-4.6203, 0.8365, 2.1203], [-3.3212, -0.2879, 0.4323], [2.5019, 0.5651, 0.1531], [1.3354, -0.2367, -0.1389], [-0.8901, -1.1093, 1.8494], [-0.2854, -2.0194, -1.2417], [4.4666, -1.1557, -1.4657], [5.3009, 0.8856, 1.7607]],
  "forces_ev_per_angstrom": [[0.1, 0.0, 0.1], [0.2, -0.1, 0.3], [-0.1, 0.1, 0.0], [0.1, -0.3, -0.2], [-0.2, 0.0, 0.0], [-0.1, 0.0, 0.0], [0.0, 0.1, 0.1], [0.2, 0.0, 0.3], [-0.1, 0.1, -0.1], [0.0, 0.0, 0.1], [0.0, 0.0, -0.1], [-0.1, -0.1, -0.1], [0.1, -0.4, 0.0], [0.0, 0.0, 0.0], [0.0, 0.0, 0.0], [-0.2, -0.2, 0.2], [-0.3, -0.2, -0.4], [0.0, 0.0, -0.1], [0.2, -0.5, 0.2], [0.1, -0.1, 0.0], [0.3, -0.3, -0.3], [-0.2, 0.3, 0.2], [0.1, 0.0, 0.1], [0.1, 0.0, 0.1], [0.0, 0.0, 0.0], [0.1, 0.0, 0.0], [-0.1, 0.0, 0.0], [0.2, 0.0, 0.1], [0.3, -0.1, 0.1], [0.3, 0.2, -0.2], [-0.1, 0.0, -0.1], [-0.2, 0.1, 0.1], [-0.4, 0.7, -0.1], [-0.6, 0.7, -0.5], [0.1, 0.0, 0.2], [0.0, 0.0, 0.1], [0.0, 0.0, 0.0], [0.0, 0.1, 0.0]],
  "molar_mass_g_mol": 354.819,
  "energy_ha": -1845.62134,
  "gap_ha": 0.311,
  "e_above_lowest_kj_mol": 63.8
}

Entry 2:
{
  "formula": "C60H61F3N2O5S2",
  "method": "the ωB97M-V functional and the def2-TZVPD basis",
  "symbols": ["H", "C", "C", "H", "C", "C", "H", "H", "C", "C", "C", "H", "F", "O", "H", "C", "H", "H", "H", "C", "C", "C", "H", "C", "C", "N", "H", "C", "C", "H", "H", "H", "H", "C", "C", "C", "H", "C", "C", "C", "H", "H", "H", "C", "H", "C", "C", "C", "C", "H", "H", "H", "O", "H", "C", "H", "S", "C", "O", "C", "C", "C", "H", "H", "F", "C", "H", "H", "H", "H", "H", "H", "H", "H", "C", "H", "H", "H", "H", "C", "H", "N", "H", "H", "C", "H", "H", "H", "C", "C", "C", "H", "H", "H", "O", "C", "C", "C", "H", "H", "H", "C", "H", "C", "C", "H", "C", "C", "H", "F", "C", "H", "C", "H", "C", "C", "C", "H", "C", "C", "H", "C", "H", "C", "C", "C", "C", "C", "C", "O", "H", "H", "S"],
  "xyz": [[5.5827, 2.6462, 4.2670], [-4.7900, -5.6005, 0.6192], [-1.4392, 1.2150, -2.2062], [-4.8339, 2.2820, -3.6003], [5.6481, 2.0820, -0.7353], [-5.6951, 4.5628, -1.1283], [-1.7357, -0.9900, -1.2887], [1.1139, 0.9172, -2.2246], [-5.6695, -10.4622, 0.2052], [4.5173, 4.5571, 6.8556], [1.8754, 1.2012, 0.9281], [-2.8916, 1.8756, -5.2181], [-1.7512, -2.4535, 0.7795], [-8.0643, -8.5634, -1.7159], [2.9801, -1.2268, 3.0303], [5.6303, 8.1973, 7.2122], [-0.6656, -4.4868, -1.4871], [-7.7161, -13.3682, -1.2954], [5.2796, 1.9322, -2.8404], [-4.4931, -6.9059, 0.9711], [-6.5844, -6.3793, -0.7845], [3.7369, 3.6184, 7.5182], [5.0368, -0.8804, 1.6802], [-1.6991, 1.1033, 0.2458], [-7.1203, -8.7950, -0.9896], [-0.8885, -1.1426, -1.8160], [-1.9386, -2.7840, -2.7009], [5.5005, 6.9117, 6.7030], [-0.7482, -0.7609, -5.2741], [0.9786, 0.7176, -3.9345], [3.2226, 3.8990, 8.4268], [-0.5079, 3.6272, -4.6007], [7.8526, 9.4395, 4.9814], [-7.4898, -11.2445, -1.1690], [6.4723, 9.1043, 6.5919], [1.8432, 0.2523, 1.9522], [1.0017, 1.7842, 0.6837], [4.1447, 0.6142, 0.4532], [1.7090, -0.9862, -2.9036], [5.5560, 2.5833, -2.0252], [-5.8884, 2.1765, -2.2173], [7.6074, 7.1593, 4.0602], [1.5351, -1.5362, -1.9825], [4.1411, -0.3114, 1.4949], [0.3219, -0.7514, -5.4055], [-4.9780, 2.6445, -2.5869], [3.1712, -0.5189, -2.9171], [6.0672, 5.1764, 4.9788], [-0.7375, -3.4728, -1.1025], [-3.0218, 3.5130, -4.4662], [-6.4935, 3.9016, -0.7969], [-0.1788, -2.7547, -3.0007], [-0.8843, 1.3212, -0.8767], [-1.5526, 3.3457, -2.4478], [6.2935, 4.2876, 0.0353], [-4.4772, -11.9757, 1.1355], [6.7871, -0.4430, -2.2849], [4.6112, 5.9404, 7.4018], [-3.9729, -9.5857, 1.5849], [6.2085, 6.5417, 5.5574], [-5.2099, 4.1503, -2.5271], [-2.9564, 1.0510, -2.2194], [4.1836, 0.9824, 5.4406], [-1.0443, 1.0244, 1.1083], [-3.0709, -3.3211, -0.6721], [5.8470, 3.9207, -2.2943], [0.0389, 2.7192, -2.5508], [-7.3978, -6.1802, -1.4684], [-2.3749, 1.9366, 0.4441], [-4.9053, 4.4852, -0.3850], [3.0437, 2.1252, -0.6116], [-0.4732, 1.9318, -4.9330], [6.0872, 2.6043, 1.3144], [-5.9728, 4.4826, -3.2263], [6.2259, 4.7780, -1.2617], [-3.2260, 3.0755, -1.3540], [-4.2853, 1.8542, -0.7633], [6.5608, 4.9397, 0.8504], [-5.7763, -13.8414, 0.1645], [-1.8645, -3.4626, -0.1027], [-6.0648, 5.5838, -1.1102], [5.3683, 0.7131, -0.3481], [3.0185, 1.6031, 7.5333], [3.2116, 0.5555, -2.7587], [-6.0526, -12.8183, -0.0539], [-8.3322, -11.0303, -1.8119], [5.0731, 8.4794, 8.0946], [-2.4261, -0.6375, -4.1227], [-5.8324, -5.3399, -0.2646], [3.6232, 2.3342, 7.0132], [6.0128, 2.9475, 0.2935], [5.7927, 4.2962, -3.3033], [-4.2832, 4.6943, -2.6988], [-3.2406, 0.1575, -1.6674], [6.6474, 4.8643, 3.9598], [3.0298, 1.3932, 0.1784], [5.4672, -0.2553, -1.3670], [-6.2927, -7.6903, -0.4302], [0.9374, 0.0969, 2.5177], [-6.0569, -4.3195, -0.5475], [6.4609, 5.8094, -1.4723], [-2.4021, 2.8269, -5.0362], [3.6387, -0.7208, -3.8765], [-4.8802, -9.3536, 0.8138], [0.7777, 0.2237, -2.9881], [-2.2979, 0.1925, 0.2228], [-0.9789, 2.5226, -2.8671], [-0.7196, -0.0626, -2.8200], [-2.2638, 3.2876, -6.0129], [-1.8906, -4.5923, 0.6126], [-7.1414, -12.5521, -0.8777], [1.5403, -1.6871, -3.7166], [2.9811, -0.4909, 2.2416], [-3.6810, -7.1179, 1.6530], [-0.9621, -2.5235, -2.2946], [-6.7512, -10.1954, -0.6366], [7.0552, 7.4546, 4.9416], [6.5743, 10.1045, 6.9916], [-3.8110, 2.2188, -1.6723], [7.1892, 8.7312, 5.4597], [-4.2132, -4.7876, 1.0252], [-5.3212, -11.7764, 0.4900], [-1.3338, -1.0194, -6.1414], [5.1943, 4.1996, 5.6878], [5.0658, 2.9134, 5.1782], [-1.3564, -0.4880, -4.1329], [-1.0230, 2.6904, -4.3887], [4.2813, 1.9838, 5.8388], [-5.2358, -7.9547, 0.4440], [3.9835, 6.2667, 8.3871], [0.1782, -3.2011, -0.5890], [-3.2940, 0.8577, -3.2280], [4.0871, -1.3957, -1.6264]],
  "forces_ev_per_angstrom": [[0.0, 0.1, 0.0], [-0.2, -0.1, -0.1], [0.6, -0.1, -0.1], [0.1, 0.1, -0.2], [0.8, 0.4, 0.8], [0.1, -0.2, -0.1], [0.1, 0.2, 0.1], [-0.1, 0.0, 0.3], [-0.1, 0.1, -0.1], [0.1, 0.0, -0.1], [0.2, -0.2, 0.1], [-0.2, -0.1, 0.2], [0.0, 0.3, 0.2], [0.0, 0.0, 0.0], [-0.1, -0.1, 0.1], [0.1, 0.1, 0.0], [0.1, -0.2, 0.1], [0.0, 0.0, 0.0], [0.0, -0.1, -0.1], [0.1, 0.1, 0.0], [0.0, 0.1, 0.0], [-0.1, -0.1, 0.0], [0.1, -0.1, 0.1], [-0.1, 0.1, 0.4], [-0.1, 0.0, -0.1], [-0.1, -0.2, -0.2], [0.0, 0.0, -0.5], [0.0, -0.1, -0.1], [0.0, -0.1, -0.1], [-0.1, 0.2, -0.2], [0.0, 0.1, 0.0], [0.2, 0.1, 0.1], [0.0, 0.0, 0.0], [0.0, -0.1, 0.0], [0.0, 0.0, 0.0], [0.2, 0.2, -0.3], [-0.1, 0.0, 0.0], [0.6, -0.1, 0.3], [0.2, 0.1, 0.1], [0.0, 0.1, -0.2], [-0.2, -0.2, -0.1], [0.0, -0.1, 0.0], [-0.2, 0.1, 0.2], [-0.4, 0.5, -0.2], [0.2, 0.2, 0.0], [0.2, 0.3, 0.2], [-0.1, 0.0, -0.3], [0.0, -0.1, -0.2], [-0.2, 0.2, -0.6], [-0.3, -0.1, 0.1], [-0.2, 0.0, 0.0], [0.0, 0.2, -0.3], [-0.3, 0.2, 0.0], [-0.2, 0.0, 0.2], [-0.2, -0.3, -0.2], [0.0, 0.1, 0.0], [0.3, 0.1, -0.1], [-0.1, 0.0, 0.1], [0.0, 0.0, 0.0], [0.0, 0.0, 0.1], [-0.3, 0.1, 0.8], [-0.4, 0.3, 0.2], [0.0, 0.0, 0.0], [0.2, -0.1, 0.0], [-0.4, 0.0, -0.2], [0.1, -0.1, 0.6], [0.2, -0.2, 0.2], [0.0, -0.1, 0.0], [0.0, 0.1, -0.1], [0.1, 0.0, 0.1], [0.1, 0.1, -0.2], [0.2, -0.2, 0.1], [0.0, -0.2, 0.0], [0.1, -0.1, -0.4], [-0.2, -0.4, -0.2], [0.2, 0.1, -0.2], [0.1, 0.1, 0.3], [0.1, 0.0, 0.2], [0.0, 0.0, 0.0], [0.6, 0.3, 0.0], [0.0, 0.1, 0.0], [-1.8, 0.0, -1.3], [0.0, 0.0, 0.0], [0.1, 0.1, 0.2], [0.0, 0.0, 0.0], [0.0, 0.1, 0.0], [0.0, -0.1, 0.0], [-0.2, 0.1, 0.1], [0.0, 0.0, 0.0], [0.0, 0.0, 0.0], [0.1, 0.5, -0.1], [-0.1, 0.0, -0.2], [0.1, 0.0, -0.4], [0.0, -0.2, 0.0], [0.0, 0.0, -0.1], [-0.1, -0.3, 0.4], [0.4, -0.1, 0.2], [0.1, -0.1, 0.0], [-0.1, 0.0, 0.1], [0.0, 0.0, 0.0], [0.0, 0.1, 0.0], [0.5, 0.2, -0.2], [0.1, 0.0, -0.1], [0.1, 0.0, 0.1], [0.4, -0.3, 0.1], [0.0, -0.1, -0.1], [-0.1, 0.0, -0.6], [-0.2, -0.2, -0.1], [-0.1, 0.0, -0.2], [0.0, -0.3, 0.2], [0.0, 0.0, 0.0], [0.0, -0.1, -0.2], [0.2, 0.1, -0.3], [0.0, -0.1, 0.0], [0.0, -0.2, 1.2], [0.1, 0.0, 0.1], [0.1, 0.1, 0.0], [0.0, 0.0, 0.0], [-0.5, -0.6, 0.2], [0.0, 0.0, 0.0], [0.0, 0.0, 0.1], [0.0, -0.1, 0.0], [-0.1, -0.2, -0.1], [0.0, 0.1, 0.1], [0.0, -0.1, 0.0], [0.1, 0.1, 0.1], [-0.3, 0.2, -0.2], [0.0, 0.0, 0.0], [-0.1, 0.0, -0.1], [0.0, 0.0, 0.0], [0.1, -0.1, 0.2], [0.2, 0.1, -0.3], [0.0, -0.2, 0.5]],
  "smiles": "C=C[C@](CCCSC(=S)N(c1ccccc1)c1ccccc1)(NCCC(F)(F)F)[C@@](CCC)(CCCCC)OC.O=C1c2ccccc2C(=O)c2ccccc21.O=C1c2ccccc2C(=O)c2ccccc21",
  "molar_mass_g_mol": 1011.285,
  "energy_ha": -3904.63007,
  "gap_ha": 0.251
}

Entry 3:
{
  "formula": "C4H7N5",
  "method": "the ωB97M-V functional and the def2-TZVPD basis",
  "symbols": ["C", "H", "H", "H", "C", "H", "N", "N", "N", "N", "C", "H", "H", "N", "H", "C"],
  "xyz": [[1.4095, -0.5673, -0.1318], [-2.2836, -2.8130, -0.2775], [-2.9707, -0.9599, 0.7016], [3.2135, -2.1875, 0.4726], [-0.8689, -1.0116, -0.1550], [-1.2656, 2.9031, -0.0700], [0.3155, -1.3677, -0.0718], [-1.9250, -1.7636, 0.0180], [-0.2385, 2.5955, -0.2391], [2.7229, -1.0011, -0.2690], [-0.0115, 1.2657, 0.1224], [0.5348, 3.2064, 0.1801], [-2.1633, 0.8923, -0.1680], [1.3036, 0.7552, 0.2423], [3.4534, -0.2981, -0.0562], [-1.2260, 0.3518, -0.2987]],
  "forces_ev_per_angstrom": [[-1.6, 1.7, 3.3], [2.0, 3.8, 1.1], [3.9, -3.5, -3.0], [-2.4, 4.4, -2.8], [-3.3, 5.2, -0.2], [2.7, -0.5, -0.3], [6.9, -3.2, -1.2], [-8.5, -3.5, 2.5], [0.5, 1.0, 2.8], [2.0, -4.1, 2.1], [-1.7, -3.5, -4.2], [-1.8, -0.7, -0.8], [-0.1, -0.8, -0.5], [-2.4, 0.6, -1.4], [-1.2, -0.4, -0.1], [5.2, 3.4, 2.7]],
  "molar_mass_g_mol": 125.135,
  "energy_ha": -430.17705,
  "gap_ha": 0.285,
  "e_above_lowest_kj_mol": 749.1
}